one:
Below is one molecule with the formula C2H4NOP, with properties calculated with wB97M-V/def2-TZVPD.

* multiplicity: 1
* highest occupied orbital energy: -0.352 hartree
* SMILES: N#CCPO

Each line ends with the Mulliken charge.
Geometry (Å):
1 N -2.551 0.278 -1.385  -0.39
2 C -1.419 0.176 -1.217  0.25
3 C -0.162 -0.370 -0.777  -0.65
4 P -0.069 0.322 1.290  0.26
5 O 1.507 0.022 1.683  -0.48
6 H -0.092 -1.480 -0.827  0.35
7 H 0.520 0.358 -1.288  0.27
8 H 0.421 1.576 0.808  0.06
9 H 1.845 -0.884 1.713  0.33

two:
Below is one molecule with the formula C2H4NOP, with properties calculated with wB97M-V/def2-TZVPD.

* multiplicity: 1
* highest occupied orbital energy (spin up / spin down): -0.364 / -0.322 hartree

Each line ends with the Mulliken charge.
Geometry (Å):
1 C 0.312 -1.316 -0.077  0.17
2 C -0.039 0.135 -0.315  -0.70
3 N -0.378 -2.255 0.210  -0.44
4 O -2.779 -0.489 -0.295  -0.46
5 P -1.779 0.461 0.146  0.26
6 H 1.298 -1.225 -0.342  0.37
7 H 0.411 0.890 0.273  0.37
8 H -0.036 0.406 -1.305  0.37
9 H -1.500 0.677 1.618  0.06

three:
Below is one molecule with the formula C2H4NOP, with properties calculated with wB97M-V/def2-TZVPD.

* multiplicity: 1
* highest occupied orbital energy: -0.350 hartree
* SMILES: C1COP=N1

Each line ends with the Mulliken charge.
Geometry (Å):
1 C 0.635 0.242 -0.475  -0.40
2 C -0.385 -0.760 0.106  -0.11
3 O -1.201 -0.026 0.960  -0.33
4 P -0.921 1.584 0.925  0.26
5 N 0.299 1.575 -0.062  -0.34
6 H 1.668 -0.012 -0.049  0.23
7 H 0.557 0.184 -1.582  0.24
8 H -0.929 -1.494 -0.649  0.26
9 H 0.277 -1.292 0.825  0.19

Last place for stability: two

one:
Below is a 2-piece molecular cluster, F4HNP2 overall, with properties calculated with wB97M-V/def2-TZVPD.

* multiplicity: 1
* highest occupied orbital energy: -0.388 hartree
* SMILES: [H]/N=P/F.FP(F)F

Each line ends with the Mulliken charge.
Geometry (Å):
1 H 2.890 0.407 -0.305  0.27
2 N 1.986 -0.110 -0.348  -0.38
3 P 1.411 -1.216 0.495  0.42
4 F 0.114 -1.658 -0.460  -0.28
5 F -2.173 1.862 0.240  -0.25
6 P -1.224 0.760 -0.394  0.67
7 F -2.310 -0.391 -0.295  -0.21
8 F -0.694 0.346 1.068  -0.23

two:
Below is one molecule with the formula F4HNP2, with properties calculated with wB97M-V/def2-TZVPD.

* multiplicity: 1
* highest occupied orbital energy: -0.404 hartree
* SMILES: FP(F)NP(F)F

Each line ends with the Mulliken charge.
Geometry (Å):
1 F -1.690 -1.789 -0.327  -0.22
2 P -1.494 -0.271 -0.651  0.49
3 F -1.185 -0.607 -2.220  -0.26
4 N 0.128 -0.124 0.084  -0.25
5 P 0.637 1.404 0.560  0.44
6 F 1.153 1.197 2.075  -0.26
7 F 2.156 1.297 0.025  -0.26
8 H 0.296 -1.105 0.454  0.32

Last place for stability: one